The following is a quantum chemistry calculation of a 2-piece molecular cluster, C4H13NO2 overall at a distorted geometry, from the Open Molecules 2025 dataset.

## Properties
ΔE to the lowest compared entry with this formula, charge and spin in eV: 1.796
2S+1: 1
Frontier orbital gap in eV: 9.74

Each line ends with the Mulliken charge.
Element x y z (Å)
C1 0.235 0.765 1.205  -1.307
C2 -0.632 1.047 0.014  0.690
C3 -1.315 2.418 -0.119  -1.440
N1 -0.071 0.673 -1.285  -0.365
C4 1.367 0.818 -1.492  -0.582
O1 2.208 -0.111 -0.770  -0.492
H1 1.233 1.242 1.200  0.310
H2 0.317 -0.323 1.309  0.308
H3 -0.116 1.053 2.198  0.412
H4 -1.469 0.388 0.294  0.094
H5 -1.817 2.487 -1.074  0.400
H6 -0.672 3.235 0.307  0.293
H7 -2.136 2.596 0.555  0.406
H8 -0.500 1.242 -2.000  0.246
H9 1.606 1.768 -0.997  0.354
H10 1.741 0.944 -2.540  0.340
H11 1.795 -0.941 -1.094  0.335
O2 -0.416 -6.093 1.243  -0.638
H12 -0.258 -6.499 2.105  0.319
H13 -1.098 -6.710 0.941  0.319


The following is a quantum chemistry calculation of a 4-piece molecular cluster, C3H13NO3 overall at a distorted geometry, from the Open Molecules 2025 dataset.

## Properties
ΔE to the lowest compared entry with this formula, charge and spin in eV: 1.002
2S+1: 1
Frontier orbital gap in eV: 8.81

Each line ends with the Mulliken charge.
Element x y z (Å)
C1 1.779 -0.256 1.289  -1.117
C2 1.219 0.139 -0.037  -0.169
C3 1.111 -0.620 -1.127  -0.162
N1 0.721 -0.119 -2.389  -0.583
H1 1.296 -1.095 1.778  0.279
H2 1.702 0.581 1.969  0.268
H3 2.842 -0.440 1.196  0.322
H4 0.851 1.140 -0.215  0.222
H5 1.310 -1.682 -1.086  0.474
H6 1.133 -0.639 -3.148  0.241
H7 1.029 0.839 -2.483  0.229
O1 -0.423 2.164 2.182  -0.599
H8 -1.060 2.493 1.540  0.330
H9 -0.856 1.914 3.001  0.284
O2 -1.780 -2.890 -1.098  -0.664
H10 -1.303 -2.092 -1.353  0.345
H11 -1.080 -3.480 -0.785  0.313
O3 -2.616 1.643 0.386  -0.621
H12 -2.514 0.709 0.599  0.316
H13 -3.362 1.689 -0.219  0.294


The following is a quantum chemistry calculation of an isolated ion of composition C4H10N5O and charge +1 at a distorted geometry, from the Open Molecules 2025 dataset.

## Properties
ΔE to the lowest compared entry with this formula, charge and spin in eV: 3.606
2S+1: 1
Frontier orbital gap in eV: 9.30
Total charge: +1

Each line ends with the Mulliken charge.
Element x y z (Å)
C1 1.890 0.503 -0.460  -0.876
N1 0.767 -0.385 -0.252  -0.294
C2 -0.047 -0.836 -1.306  0.437
C3 -0.309 -2.338 -1.335  -1.199
N2 -1.440 -0.165 -1.210  -0.655
N3 -1.520 0.525 -0.249  0.174
N4 -0.676 0.796 0.578  0.405
C4 -0.522 1.308 1.897  0.582
N5 -1.505 2.130 2.270  -0.345
O1 0.453 0.985 2.508  -0.509
H1 1.619 1.319 -1.130  0.345
H2 2.208 0.911 0.499  0.326
H3 2.729 -0.044 -0.900  0.391
H4 0.907 -1.034 0.520  0.357
H5 0.304 -0.441 -2.266  0.332
H6 -1.371 -2.544 -1.464  0.387
H7 0.028 -2.818 -0.418  0.357
H8 0.215 -2.791 -2.172  0.302
H9 -2.287 2.392 1.693  0.219
H10 -1.443 2.526 3.196  0.265


The following is a quantum chemistry calculation of C15H29CsF2N2O4S2 as an isolated structure, from the Open Molecules 2025 dataset.

## Properties
ΔE to the lowest compared entry with this formula, charge and spin in eV: 0.475
2S+1: 1
Frontier orbital gap in eV: 5.04
Total charge: -2

Each line ends with the Mulliken charge.
Element x y z (Å)
Cs1 0.017 0.429 2.580  1.020
C1 -2.913 -2.512 -0.660  -1.273
C2 -2.601 -1.046 -0.758  0.699
C3 -1.888 -0.520 -1.832  -0.169
C4 -1.566 0.831 -1.903  0.479
C5 -0.771 1.372 -3.063  -1.563
C6 -1.967 1.668 -0.866  -0.334
C7 -2.687 1.172 0.217  0.321
C8 -3.119 2.061 1.352  -1.305
C9 -2.992 -0.184 0.263  -0.363
H1 -2.583 -2.923 0.298  -0.040
H2 -2.426 -3.068 -1.464  0.275
H3 -3.994 -2.670 -0.722  0.463
H4 -1.538 -1.195 -2.608  0.051
H5 -1.399 1.947 -3.749  0.440
H6 -0.313 0.559 -3.630  0.305
H7 0.028 2.032 -2.719  0.288
H8 -1.693 2.720 -0.889  0.323
H9 -3.024 1.527 2.300  0.295
H10 -4.168 2.353 1.256  0.310
H11 -2.519 2.972 1.405  0.311
H12 -3.460 -0.603 1.147  0.362
N1 0.125 -3.555 -0.812  -0.175
C10 1.525 -3.916 -1.015  -0.835
C11 2.395 -2.670 -0.874  -0.712
C12 2.159 -1.632 -1.967  -0.091
C13 2.681 -0.237 -1.635  -0.605
N2 1.882 0.384 -0.578  -0.185
H13 0.086 -3.084 0.097  0.008
H14 -0.450 -4.380 -0.690  0.296
H15 1.658 -4.357 -2.012  0.403
H16 1.883 -4.661 -0.288  0.391
H17 3.455 -2.955 -0.865  0.353
H18 2.184 -2.227 0.104  0.354
H19 1.083 -1.570 -2.168  -0.110
H20 2.629 -1.976 -2.896  0.345
H21 2.695 0.365 -2.555  0.368
H22 3.718 -0.306 -1.291  0.433
H23 0.901 0.338 -0.830  -0.149
H24 2.122 1.363 -0.475  0.080
O1 -2.258 -1.564 2.839  -0.611
S1 -1.244 -2.647 2.940  0.623
O2 -0.590 -2.607 4.259  -0.587
O3 -0.217 -2.487 1.865  -0.740
S2 -2.178 -4.426 2.631  -0.761
F1 1.917 5.433 0.061  -0.277
C14 2.570 4.302 0.499  0.679
F2 2.880 3.560 -0.626  -0.261
H25 3.512 4.619 0.950  0.098
C15 1.702 4.050 3.641  -0.817
O4 1.239 3.030 2.864  -0.773
H26 1.363 5.065 3.316  0.200
H27 2.819 4.131 3.672  0.176
H28 1.399 3.982 4.712  0.219
H29 1.929 3.715 1.171  -0.228


The following is a quantum chemistry calculation of an isolated ion of composition C3H6NO2 and charge +1 at a distorted geometry, from the Open Molecules 2025 dataset.

## Properties
ΔE to the lowest compared entry with this formula, charge and spin in eV: 5.943
2S+1: 1
Frontier orbital gap (alpha / beta) in eV: 8.68 / 8.71
Total charge: +1

Each line ends with the Mulliken charge.
Element x y z (Å)
C1 1.270 -0.223 0.946  -0.111
C2 -0.969 0.338 -0.528  0.308
C3 -0.123 -0.719 -0.916  -0.236
N1 0.136 0.430 1.423  -0.437
O1 -2.011 0.856 -0.942  -0.243
O2 0.907 -1.110 -0.126  -0.325
H1 2.016 0.479 0.406  0.294
H2 1.670 -0.860 1.627  0.270
H3 -0.889 -1.419 -0.957  0.305
H4 0.151 -0.533 -2.083  0.390
H5 0.292 1.434 1.361  0.337
H6 -2.449 1.327 -0.212  0.448


The following is a quantum chemistry calculation of C31H36InNO6PSSiTe as an isolated structure, from the Open Molecules 2025 dataset.

## Properties
2S+1: 1
Frontier orbital gap in eV: 7.30
Total charge: -1

Each line ends with the Mulliken charge.
Element x y z (Å)
In1 -0.226 1.379 -0.194  1.608
O1 0.781 -0.632 -1.598  -0.571
S1 -0.492 -0.661 -2.321  1.475
O2 -0.449 -0.180 -3.676  -0.726
O3 -1.521 0.001 -1.465  -0.621
C1 -1.010 -2.359 -2.375  -0.050
C2 -1.311 -2.906 -3.613  -0.459
C3 -1.722 -4.228 -3.696  -0.592
C4 -1.841 -4.984 -2.537  -0.735
C5 -1.551 -4.416 -1.304  -0.092
C6 -1.125 -3.094 -1.199  -0.781
P1 -0.752 -2.331 0.455  1.503
C7 0.738 -3.271 0.957  0.125
C8 1.177 -3.085 2.271  -0.363
C9 2.338 -3.686 2.728  -0.782
C10 3.100 -4.468 1.867  -0.510
C11 2.691 -4.634 0.553  -0.581
C12 1.518 -4.041 0.100  -0.543
C13 -2.084 -3.137 1.428  0.014
C14 -3.345 -2.550 1.281  -0.520
C15 -4.432 -3.037 1.987  -0.655
C16 -4.274 -4.103 2.867  -0.450
C17 -3.024 -4.679 3.029  -0.664
C18 -1.933 -4.199 2.312  0.029
H1 -1.213 -2.285 -4.492  0.572
H2 -1.954 -4.663 -4.659  0.373
H3 -2.166 -6.016 -2.590  0.403
H4 -1.664 -5.007 -0.403  0.425
H5 0.603 -2.452 2.940  0.494
H6 2.657 -3.534 3.751  0.412
H7 4.013 -4.932 2.217  0.371
H8 3.287 -5.228 -0.129  0.394
H9 1.221 -4.173 -0.932  0.327
H10 -3.464 -1.691 0.628  0.213
H11 -5.401 -2.569 1.866  0.422
H12 -5.121 -4.473 3.431  0.358
H13 -2.892 -5.508 3.714  0.406
H14 -0.963 -4.665 2.440  0.343
C19 1.703 3.636 1.985  -0.544
Si1 2.341 1.876 1.933  0.186
C20 3.757 1.715 0.715  -1.200
C21 2.980 1.463 3.654  -1.156
C22 0.998 0.704 1.438  -0.734
H15 2.478 4.347 2.283  0.297
H16 0.876 3.717 2.697  0.394
H17 1.321 3.957 1.012  -0.207
H18 3.372 1.497 -0.286  0.357
H19 4.421 0.895 1.003  0.382
H20 4.357 2.626 0.653  0.377
H21 3.633 2.251 4.038  0.298
H22 3.544 0.527 3.651  0.305
H23 2.145 1.349 4.351  0.295
H24 0.288 0.483 2.235  0.540
H25 1.415 -0.230 1.052  -0.013
C23 0.663 8.934 0.014  -1.521
C24 0.612 7.523 -0.509  0.571
C25 1.751 6.735 -0.561  -1.004
C26 1.723 5.437 -1.068  0.905
C27 3.008 4.655 -1.104  -1.308
C28 0.510 4.899 -1.520  -0.099
Te1 0.465 2.942 -2.376  0.003
C29 -0.651 5.691 -1.495  1.387
C30 -1.976 5.204 -2.016  -1.527
C31 -0.575 6.984 -0.984  -0.978
H26 1.582 9.113 0.574  0.350
H27 -0.182 9.144 0.672  0.357
H28 0.627 9.656 -0.805  0.304
H29 2.692 7.136 -0.197  0.240
H30 3.832 5.255 -0.714  0.355
H31 3.252 4.339 -2.119  0.395
H32 2.927 3.743 -0.513  0.003
H33 -2.323 4.326 -1.476  0.217
H34 -1.900 4.915 -3.066  0.351
H35 -2.728 5.990 -1.922  0.365
H36 -1.477 7.588 -0.963  0.278
O4 -3.983 1.332 0.336  -0.668
N1 -2.834 1.485 0.658  1.110
O5 -2.166 2.542 0.317  -0.685
O6 -2.187 0.629 1.299  -0.550